{
  "formula": "C37H59F9I2N2O12S2",
  "method": "ωB97M-V/def2-TZVPD",
  "energy_ev": -129195.9410,
  "lumo_energy_ev": -1.51,
  "multiplicity": 1,
  "homo_lumo_gap_ev": 6.80,
  "largest_force_ha_per_bohr": 0.100,
  "species": ["I", "I", "S", "S", "F", "F", "F", "F", "F", "F", "F", "F", "F", "O", "O", "O", "O", "O", "O", "O", "O", "O", "O", "O", "O", "N", "N", "C", "C", "C", "C", "C", "C", "C", "C", "C", "C", "C", "C", "C", "C", "C", "C", "C", "C", "C", "C", "C", "C", "C", "C", "C", "C", "C", "C", "C", "C", "C", "C", "C", "C", "C", "C", "C", "H", "H", "H", "H", "H", "H", "H", "H", "H", "H", "H", "H", "H", "H", "H", "H", "H", "H", "H", "H", "H", "H", "H", "H", "H", "H", "H", "H", "H", "H", "H", "H", "H", "H", "H", "H", "H", "H", "H", "H", "H", "H", "H", "H", "H", "H", "H", "H", "H", "H", "H", "H", "H", "H", "H", "H", "H", "H", "H"],
  "positions_angstrom": [[-3.1090, 4.0053, 4.1514], [-4.0397, 2.3476, 0.6118], [1.4501, 5.9035, 4.7881], [2.4023, -0.0669, -1.3862], [1.1096, -0.8266, -2.1124], [0.9481, 1.1500, 0.4955], [2.7316, -0.0453, 1.2644], [3.2766, -1.4720, -1.1694], [1.6575, 1.4312, -1.6919], [0.9699, -2.5718, 0.1654], [-0.7296, -1.0241, 0.1081], [3.7095, 0.8263, -0.7547], [3.1020, 0.0644, -2.9056], [9.1467, -1.4183, -4.0697], [-5.4490, 0.5648, 4.3801], [-8.6919, 2.8687, -1.5514], [9.9815, 0.5049, -3.3484], [0.9177, -5.0532, 2.9447], [1.0273, -7.0654, 2.0166], [-3.6561, -0.3810, 3.4770], [-7.3377, 1.9532, -0.0493], [-5.8465, 2.1834, -4.6666], [-6.4777, 0.0912, -5.0485], [7.5354, 3.1290, -0.3014], [9.0192, 4.6955, -0.8182], [2.6427, 4.6844, 5.0688], [0.1636, 4.9435, 4.1686], [-9.1719, 3.9903, -2.3109], [0.4138, -1.4290, 2.2385], [-0.5486, -0.3400, 2.9151], [9.2951, -2.7595, -4.5610], [10.1576, -0.6684, -3.5910], [1.2342, -5.7347, 1.9933], [-6.5148, -1.3027, -4.7071], [-7.1425, -0.0128, 6.0285], [1.7265, 0.7918, 4.0932], [-2.0101, 2.7954, 1.3874], [1.6476, -0.1029, 0.3273], [-6.8544, 0.6004, 4.6731], [-7.5854, 2.8883, -0.7860], [0.2433, 0.9538, 3.5095], [2.0007, 3.4699, 4.6420], [7.1794, 0.7745, -0.7955], [-5.9925, 1.0570, -4.2444], [-7.7513, -1.6306, -3.8950], [8.4170, 3.2503, -2.5903], [11.4710, -1.3296, -3.2793], [-1.4857, 4.2378, 0.9061], [-0.4153, 2.3878, 3.5278], [0.5021, 3.5424, 4.0845], [-5.7250, 0.7360, -2.8011], [1.9418, -5.1272, 0.8151], [-1.9102, 2.5598, 2.9964], [8.3313, 3.7672, -1.1820], [2.6376, -8.3568, 0.7291], [6.5523, 2.1478, -0.6646], [2.5645, 2.0058, 4.6388], [-8.4810, 4.0709, -3.6570], [1.1918, -7.9304, 0.8825], [-6.6231, 4.0345, -0.9254], [0.5784, -1.2509, 0.6228], [-4.8102, -0.4873, 3.8429], [9.2409, -3.7629, -3.4271], [-5.5129, -1.8145, 3.7868], [-8.6533, -1.3374, -4.4385], [10.1989, -2.8562, -5.1671], [7.5199, 2.7381, -2.9295], [7.6854, 0.4963, 0.1331], [0.7897, -7.4694, -0.0227], [5.8213, 2.1317, 0.1472], [-6.5681, 0.4960, 6.8071], [8.4521, -2.9334, -5.2337], [-7.1362, 1.6556, 4.6904], [11.6781, -2.2099, -3.8829], [1.4268, -1.5715, 2.7654], [3.6313, 1.8234, 5.0165], [-2.4065, 4.8819, 0.6906], [0.5774, -8.8121, 1.0790], [2.7465, -9.0561, -0.1035], [1.8107, -5.6784, -0.1132], [-9.0874, 4.9161, -1.7370], [1.5252, -4.1302, 0.6422], [-6.5958, -1.7399, 3.7274], [-6.5524, -1.8481, -5.6530], [9.2746, 2.5827, -2.6736], [6.0095, 2.4509, -1.5629], [3.0049, -5.0391, 1.0434], [-5.4787, -0.3069, -2.6173], [-8.2058, 0.0650, 6.2678], [-7.4049, 4.2219, -3.5510], [-0.9970, -0.8502, 3.8581], [-2.4371, 1.5422, 3.1836], [8.3095, -3.6535, -2.8653], [-6.5934, 1.0191, -2.2056], [3.2938, -7.5026, 0.5498], [-7.0851, 4.9654, -1.2454], [-0.1257, -2.4516, 2.3511], [-7.8001, -2.7016, -3.6834], [2.9917, -8.8401, 1.6435], [-1.4504, -0.0280, 2.2830], [-8.8880, 4.8940, -4.2496], [2.2688, -0.2190, 4.1488], [-0.9524, 4.0823, -0.1115], [-6.1823, 4.2329, 0.0542], [-4.8581, 1.3166, -2.4738], [-5.2320, -2.4042, 4.6603], [-10.2399, 3.8196, -2.4660], [-5.8347, 3.7551, -1.6258], [-5.5908, -1.6086, -4.2108], [-7.4333, 0.1391, 3.8696], [9.3016, -4.7834, -3.8129], [6.4177, 0.0235, -1.0204], [11.4945, -1.5951, -2.2217], [-7.7661, -1.0907, -2.9457], [-6.8574, -1.0665, 6.0643], [7.9335, 0.7482, -1.5855], [-1.3494, 1.9600, 0.9242], [-0.7266, 4.7113, 1.6177], [8.5557, 4.1015, -3.2621], [10.0566, -3.6141, -2.7165], [-5.1921, -2.3360, 2.8811], [-8.6147, 3.1383, -4.2113], [12.2734, -0.6180, -3.4903]],
  "forces_ev_per_a": [[0.55, -0.70, -0.58], [1.22, 0.09, 0.69], [-0.62, -4.70, -0.85], [2.00, 2.57, -3.38], [2.11, 0.81, 1.59], [1.63, -3.47, -0.09], [-3.11, -0.93, -2.36], [-1.88, 2.04, -0.11], [1.21, -2.70, 0.02], [-0.62, 3.88, -0.04], [3.28, -0.01, 0.39], [-1.95, -1.61, -1.32], [-1.08, -0.38, 2.60], [-0.30, 0.36, -0.28], [0.42, 0.28, -0.33], [-0.26, -0.42, 0.41], [-0.21, -0.91, -0.31], [0.03, -0.71, -0.51], [-0.49, -0.09, 0.34], [-0.80, 0.24, 0.35], [-0.45, 0.50, -0.67], [-0.24, -0.87, -0.03], [0.14, 0.12, -0.56], [-0.20, 0.32, 0.45], [-0.66, -0.68, 0.11], [-4.01, -2.61, -1.95], [1.79, -2.24, 0.17], [0.10, 0.19, -0.37], [-0.90, -0.65, -0.41], [0.70, 0.64, 1.70], [0.05, -0.21, 0.18], [0.12, 0.46, 0.39], [0.23, 0.48, 0.32], [-0.18, -0.07, 0.19], [0.11, -0.16, 0.14], [0.23, 4.35, 0.84], [1.83, -0.03, 0.70], [-0.50, 2.45, 2.18], [-0.18, -0.14, 0.19], [0.38, -0.16, 0.24], [0.58, 3.48, 0.62], [-0.72, -1.46, -0.47], [0.22, -0.12, -0.12], [0.02, 0.63, 0.22], [-0.13, 0.10, 0.17], [-0.39, 0.32, -0.43], [0.52, -0.01, -0.49], [-0.30, -0.76, -1.17], [3.10, -2.34, 0.60], [1.45, 3.22, 0.90], [0.62, -0.17, 0.08], [-0.40, 0.22, -0.48], [0.19, -1.61, -0.62], [0.64, 0.40, -0.19], [0.21, 0.08, 0.03], [0.11, -0.22, -0.06], [-2.48, -1.26, -1.38], [0.20, -0.03, -0.01], [0.25, -0.03, -0.08], [-0.26, 0.60, 0.41], [-1.45, -2.12, 2.63], [0.41, -0.06, 0.04], [0.06, -0.02, 0.21], [-0.31, -0.20, -0.60], [0.12, -0.09, -0.04], [0.02, 0.06, 0.12], [0.10, -0.22, 0.06], [-0.15, 0.06, -0.01], [0.09, 0.08, 0.07], [0.20, 0.24, 0.01], [-0.10, 0.05, -0.11], [0.04, 0.29, 0.10], [0.31, -0.06, -0.12], [-0.10, -0.13, 0.14], [-1.60, 0.47, -1.06], [-1.86, 0.19, -0.64], [1.55, -0.57, 0.62], [-0.04, 0.23, 0.19], [-0.03, 0.04, 0.07], [0.19, -0.15, 0.04], [0.12, -0.09, 0.02], [0.50, -0.87, 0.43], [-0.01, 0.02, 0.21], [0.05, 0.30, -0.03], [-0.12, 0.00, -0.02], [0.12, -0.02, -0.01], [-0.03, -0.04, 0.00], [-0.21, -0.04, 0.06], [0.08, 0.02, -0.03], [-0.09, 0.03, -0.03], [0.67, 0.77, -1.65], [0.80, 1.90, -0.05], [0.03, -0.02, -0.15], [0.05, -0.12, -0.01], [-0.08, -0.04, -0.09], [-0.01, -0.07, -0.25], [0.95, 1.69, -0.42], [0.01, 0.07, -0.04], [-0.12, -0.03, -0.09], [1.58, -0.58, 0.75], [-0.01, -0.06, 0.06], [-1.15, 1.75, -0.17], [-0.89, 0.31, 1.62], [0.03, -0.20, -0.23], [-0.26, 0.10, -0.03], [-0.01, 0.03, -0.04], [0.13, -0.21, 0.22], [-0.04, 0.03, 0.00], [-0.06, 0.11, 0.06], [0.12, -0.05, 0.03], [-0.02, 0.08, 0.01], [0.02, 0.07, 0.03], [-0.01, 0.02, -0.05], [0.07, -0.09, -0.02], [-0.11, 0.03, -0.05], [-0.12, 0.01, -0.05], [-1.19, 1.43, 0.81], [-1.33, -0.68, -0.77], [0.20, -0.10, 0.21], [0.02, -0.06, -0.11], [0.17, 0.05, 0.26], [-0.05, 0.11, 0.05], [-0.21, 0.01, 0.25]],
  "lowdin_charge": [0.7706, 0.9295, 0.9120, 1.0149, -0.1581, 0.0469, 0.0552, -0.1659, -0.1896, -0.0119, 0.0659, -0.1951, -0.1659, 0.0009, -0.0125, -0.0017, 0.0885, 0.0890, -0.0022, 0.0558, 0.0260, 0.0875, -0.0016, -0.0011, 0.0895, -0.2704, -0.3257, -0.2245, -0.0608, -0.1271, -0.2297, -0.5090, -0.5121, -0.2313, -0.0657, -0.0074, -0.7551, -0.2759, -0.2209, -0.5456, -0.0729, -0.2895, -0.0567, -0.5121, -0.0659, 0.0082, 0.0117, -0.1704, -0.1109, -0.2072, 0.0106, 0.0148, -0.7161, -0.5199, -0.0687, -0.2382, 0.0032, -0.0642, -0.2314, -0.0505, -0.2807, -0.5042, -0.0675, 0.0154, 0.0843, 0.1150, 0.0717, 0.0859, 0.1143, 0.1139, 0.0860, 0.1236, 0.1265, 0.0687, 0.1232, 0.0967, 0.0562, 0.1229, 0.0820, 0.0750, 0.1145, 0.0546, 0.0713, 0.1220, 0.0701, 0.1132, 0.1044, 0.0761, 0.0829, 0.0655, 0.1375, 0.0356, 0.0843, 0.0744, 0.0665, 0.0738, 0.1409, 0.0813, 0.0851, 0.0978, 0.0839, 0.0908, 0.0868, 0.0353, 0.0655, 0.0995, 0.1219, 0.0740, 0.1144, 0.1180, 0.0825, 0.0713, 0.0998, 0.0703, 0.0668, 0.0562, 0.0604, 0.0661, 0.0947, 0.0675, 0.0953, 0.0832, 0.0963]
}